C33H59MgN8O as an isolated structure. Source: OMol25; level of theory: ωB97M-V/def2-TZVPD.

Structure (XYZ):
```
102
Properties=species:S:1:pos:R:3:forces:R:3:mulliken_spin:R:1
Mg 2.163676 -0.050727 -3.272379 -1.815 0.916 0.041 -0.027
C 0.365776 -0.843657 -0.554689 1.573 0.159 0.197 0.130
O 1.215596 -0.515627 -1.644859 -0.936 -0.470 1.181 0.815
H -0.580334 -0.303117 -0.582849 -0.437 0.212 -0.636 -0.006
H 0.128576 -1.907077 -0.585809 -0.286 -0.374 -0.560 0.069
H 0.807806 -0.639357 0.420491 0.405 0.297 -0.239 0.007
C 2.076786 -4.333827 -2.538559 0.029 -0.373 0.290 0.010
C 2.980306 -4.941607 -1.450179 0.159 0.560 0.883 0.000
C 2.496846 -4.607957 0.002551 0.176 -0.779 -0.765 0.001
C 3.255536 -5.375987 1.047721 -0.660 0.868 -0.777 0.000
N 3.836206 -5.986667 1.827851 -0.120 0.136 -0.155 0.000
H 1.130076 -4.858247 -2.668209 0.293 -0.596 -0.340 0.000
H 2.639916 -4.236957 -3.466789 -0.290 -0.287 -0.194 0.001
H 1.654376 -3.354127 -2.315259 0.407 0.834 0.540 -0.003
H 3.996026 -4.556827 -1.541649 0.015 0.092 -0.067 0.000
H 3.087666 -6.023097 -1.533459 -0.317 0.017 -0.283 0.000
H 1.436166 -4.857677 0.028621 -0.064 -0.292 0.430 -0.001
H 2.544636 -3.526117 0.126841 0.391 -0.038 0.430 0.001
C 2.030836 3.165523 0.728571 -0.167 -0.421 -1.101 0.003
C 1.974346 2.748703 -0.768759 -0.852 0.650 -0.043 0.005
C 2.032236 3.940283 -1.765139 0.885 0.485 0.272 0.001
C 1.229866 5.109553 -1.374649 -1.758 1.813 1.013 -0.001
N 0.589336 6.027433 -1.024179 1.556 -2.396 -0.941 0.000
H 1.175566 3.810693 0.929521 0.250 0.198 0.155 0.000
H 2.980036 3.667623 0.915681 -0.185 0.112 0.227 0.001
H 1.941326 2.310333 1.398451 0.163 -0.001 -0.078 0.000
H 1.033146 2.263963 -1.028089 -0.436 -0.313 0.422 0.001
H 2.746866 2.013323 -0.993559 0.562 -0.007 -0.159 -0.006
H 1.776976 3.686443 -2.793969 -0.232 -0.242 -0.004 0.000
H 3.048976 4.326643 -1.836189 0.231 -0.031 0.103 0.000
C 5.939216 1.173793 -0.170219 -0.546 0.120 0.113 0.000
C 5.249516 0.889663 1.169451 0.253 0.603 0.247 0.000
C 4.214126 -0.233817 1.240001 0.715 -0.693 -0.942 0.001
C 4.720436 -1.504857 0.670531 0.179 -0.425 0.618 0.000
N 5.074546 -2.520257 0.255471 -0.238 0.523 -0.181 0.000
H 5.233826 1.384083 -0.974139 -0.442 -0.221 -0.270 0.000
H 6.591916 0.360683 -0.487929 0.052 0.090 0.054 0.000
H 6.487556 2.113903 -0.110089 0.326 -0.230 0.207 0.000
H 4.738456 1.770603 1.557851 0.005 0.203 -0.151 0.000
H 6.056566 0.731713 1.884871 -0.152 -0.363 0.179 0.000
H 3.371776 -0.050567 0.572941 -0.404 0.631 0.138 -0.004
H 3.843036 -0.384407 2.253761 0.062 -0.045 -0.050 0.000
C -1.246954 -3.822147 -4.355489 -0.079 -0.639 -0.513 0.000
C -1.548634 -2.375527 -4.035179 0.473 -0.343 -0.156 0.004
C -2.972694 -2.230297 -3.520639 -0.033 -0.208 0.849 -0.002
C -3.389584 -3.167477 -2.450529 0.096 -0.634 0.801 0.000
N -3.747254 -3.870697 -1.602129 0.532 0.856 -0.934 0.000
H -0.374314 -3.959107 -4.994119 0.111 0.046 0.158 0.000
H -2.078164 -4.283827 -4.888439 -0.094 0.159 -0.239 0.000
H -1.160634 -4.451537 -3.469759 0.226 0.236 0.175 0.000
H -1.405124 -1.714207 -4.889669 -0.443 -0.200 -0.469 0.000
H -0.772474 -1.982717 -3.378389 -0.108 -0.011 0.867 -0.008
H -3.661654 -2.446837 -4.337069 -0.097 0.575 -0.104 0.000
H -3.078904 -1.244267 -3.068339 -0.549 0.199 -0.381 0.001
C -3.324664 -1.054777 1.413671 -0.357 1.085 -0.715 -0.001
C -3.311614 -2.422787 1.972031 -0.608 -1.467 0.574 0.001
C -4.207844 -2.569327 3.247271 0.592 -0.089 -0.393 0.000
C -5.645074 -2.427327 3.008921 -2.432 0.637 -0.465 0.000
N -6.796744 -2.301897 2.845701 2.640 -0.285 0.264 0.000
H -2.840134 -0.346437 2.085691 -0.119 0.168 -0.073 0.000
H -4.328694 -0.718037 1.155571 -0.284 0.109 0.527 0.000
H -2.867494 -0.999417 0.425731 0.658 -0.142 -0.129 0.000
H -2.288814 -2.708527 2.217641 0.041 -0.074 0.310 0.000
H -3.636964 -3.150487 1.228601 -0.126 -0.011 -0.050 0.000
H -3.873214 -1.826687 3.971561 -0.230 0.054 0.161 0.000
H -4.093254 -3.547137 3.715081 0.277 -0.046 -0.072 0.000
C -2.266794 2.412883 1.143921 0.114 0.004 -0.849 -0.002
C -2.859614 3.825723 1.247471 -0.147 -0.275 1.101 0.001
C -1.824584 4.929533 1.506191 0.158 -0.468 0.675 0.000
C -0.973794 4.584373 2.672321 1.745 -0.467 1.566 0.000
N -0.275364 4.334943 3.580581 -1.749 0.361 -2.192 0.000
H -1.504904 2.380653 0.365091 0.451 0.165 -0.089 0.006
H -2.981304 1.662603 0.805321 -0.370 0.153 0.271 -0.002
H -1.794474 2.020593 2.044541 -0.190 0.419 0.133 -0.002
H -3.512614 3.826293 2.120221 -0.230 -0.033 -0.015 0.000
H -3.498974 4.115913 0.413741 0.210 -0.187 -0.225 0.000
H -2.314104 5.853623 1.813651 -0.082 0.124 -0.441 0.000
H -1.204084 5.092393 0.624971 0.139 0.236 0.127 0.000
C 0.093016 0.280503 3.174551 0.118 -0.391 0.247 0.000
C 0.979236 -0.094807 4.390111 0.307 1.440 -0.623 0.000
C 1.476406 1.199073 5.176411 0.054 -1.069 -0.806 0.000
C 2.444196 1.995643 4.390691 -3.144 -2.458 2.335 0.000
N 3.197656 2.603743 3.829821 2.736 2.022 -2.306 0.000
H -0.326514 -0.623977 2.734091 -0.531 -0.190 0.344 -0.001
H 0.575796 0.720253 2.301841 0.664 0.490 0.332 0.002
H -0.681144 0.981953 3.485571 -0.172 -0.217 -0.069 0.000
H 1.846586 -0.647737 4.029471 0.124 -0.054 0.169 0.000
H 0.422306 -0.767967 5.041871 0.024 0.273 0.152 0.000
H 2.000806 0.875903 6.075671 -0.152 0.120 0.115 0.000
H 0.637946 1.845113 5.436671 0.019 -0.047 0.077 0.000
C -4.289004 1.920653 -1.893639 1.072 -0.484 -0.229 0.000
C -2.741774 1.765303 -2.094589 -0.832 0.630 0.460 -0.004
C -2.398304 1.584733 -3.588739 0.395 -0.125 -0.027 0.001
C -0.977414 1.344783 -3.802759 4.068 -0.770 -0.255 0.005
N 0.190536 1.178483 -3.937879 -2.580 -0.397 0.930 0.000
H -4.674184 2.728433 -2.515909 -0.140 -0.138 0.071 0.000
H -4.570404 2.076023 -0.852109 0.294 0.261 -0.053 0.000
H -4.730344 0.957893 -2.151349 -0.304 0.143 -0.318 0.000
H -2.404664 0.942113 -1.464649 0.073 -0.415 -0.344 0.000
H -2.190814 2.616743 -1.695099 -0.144 0.259 -0.198 0.000
H -2.588714 2.457993 -4.212649 -0.407 0.295 0.186 0.000
H -2.945794 0.758763 -4.042739 -0.030 -0.104 -0.048 0.000
```
Positions in Å, forces in eV/Å.

**E_tot**: -2005.376575 Eh
**Net charge**: +2
**Spin multiplicity**: 2
**Expectation value of S²**: 0.754